No. 1
{
  "formula": "C4H5N",
  "method": "the ωB97M-V functional and the def2-TZVPD basis",
  "elements": ["H", "C", "N", "H", "H", "H", "H", "C", "C", "C"],
  "coordinates": [[-0.22297, -1.18945, -1.09451], [0.01431, -0.77668, -0.11180], [-2.08558, 0.31362, -0.41107], [3.27113, 0.96544, -0.15572], [-2.77402, 0.98572, -0.07917], [-0.84466, 0.74588, 1.21714], [0.04882, -1.59143, 0.61986], [2.34536, 0.47305, -0.13834], [-1.05692, 0.19060, 0.29210], [1.30451, -0.11674, -0.13851]],
  "nbo_charge": [0.257, -0.549, -0.612, 0.231, 0.345, 0.155, 0.246, -0.229, 0.163, -0.008],
  "homo_energy_ev": -9.95,
  "homo_lumo_gap_ev": 11.0,
  "molar_mass_g_mol": 67.09
}

No. 2
{
  "formula": "C6H16N2",
  "method": "the ωB97M-V functional and the def2-TZVPD basis",
  "elements": ["H", "H", "C", "C", "H", "H", "C", "H", "H", "H", "C", "C", "N", "C", "H", "H", "N", "H", "H", "H", "H", "H", "H", "H"],
  "coordinates": [[-3.30603, -0.47054, -1.48129], [-1.93611, 2.05660, -0.26837], [3.98767, -1.26824, -0.53980], [-2.80881, -1.20581, -0.83618], [-1.74848, 0.93572, -1.64641], [4.75031, -0.47904, -0.81851], [-0.29205, 0.66329, 1.29281], [-1.92313, -1.34938, 1.14687], [-3.57722, -1.88410, -0.51039], [-2.00854, -1.57203, -1.60052], [1.03222, 1.39102, 1.08484], [-2.14584, -0.59100, 0.36693], [1.74143, 1.42710, -0.12978], [-1.21987, 1.34795, -0.80650], [4.20709, -2.22503, -1.06047], [1.40742, 2.01031, 1.93197], [-0.91656, 0.21840, 0.09248], [-0.06209, -0.27905, 1.94451], [1.79518, 0.40971, 0.27362], [2.95336, -0.92869, -0.56938], [4.09950, -1.62341, 0.48515], [-1.01783, 1.21737, 1.92987], [-2.71769, 0.29234, 0.68503], [-0.29392, 1.90652, -0.96645]],
  "nbo_charge": [0.197, 0.119, -0.859, -0.633, 0.175, 0.214, -0.281, 0.194, 0.203, 0.216, -0.197, -0.238, -1.002, -0.442, 0.182, 0.103, -0.432, 0.137, 0.323, 0.252, 0.197, 0.132, 0.164, 0.276],
  "spin_multiplicity": 2,
  "total_charge": -1,
  "homo_energy_ev": [-0.20, -1.77],
  "homo_lumo_gap_ev": [3.9, 5.4],
  "molar_mass_g_mol": 116.21
}

No. 3
{
  "formula": "C12H13CrNO6Se2",
  "method": "the ωB97M-V functional and the def2-TZVPD basis",
  "elements": ["O", "H", "Se", "H", "O", "C", "Se", "H", "C", "C", "H", "H", "H", "C", "C", "H", "C", "H", "H", "O", "C", "N", "O", "C", "O", "H", "H", "Cr", "C", "H", "C", "C", "O", "H", "C"],
  "coordinates": [[-3.08030, -1.89360, -2.68150], [-3.35520, -3.85160, -2.58340], [-2.83490, -0.18790, 0.00790], [-1.87520, -4.68430, -0.44140], [-0.10330, -1.58230, 1.31660], [2.05870, -1.27570, 0.54680], [-0.57210, -2.81130, -1.46770], [3.84910, 0.51190, -2.31300], [3.44220, -1.33020, 0.50890], [1.99700, 0.04730, -1.36710], [-5.36890, -4.02850, -0.25690], [5.18670, -0.73770, -0.59530], [-4.80320, -2.89220, -2.17810], [-1.96200, -3.60430, -0.29470], [-3.79810, -1.93420, 0.30160], [-4.85480, -1.69670, 0.14570], [3.37470, 0.00890, -1.48530], [3.96460, -1.88270, 1.27620], [-1.65230, -3.36840, 0.72510], [1.53330, -2.46500, 2.56200], [1.12290, -1.85580, 1.58440], [1.36320, -0.60120, -0.37930], [-4.09730, -4.57330, 1.28040], [4.10880, -0.68780, -0.52760], [1.37840, 1.46940, -3.18680], [-3.65310, -2.18720, 1.35110], [-4.08540, -5.18730, -0.69670], [-0.53290, -0.67290, -0.39740], [-4.31740, -4.30550, -0.08240], [-3.29070, -1.07410, -2.20810], [-3.40610, -3.14860, -0.54500], [1.00370, 0.76120, -2.26490], [-0.20870, 0.55290, -1.90260], [-4.61100, -5.34520, 1.53280], [-3.70950, -2.96220, -2.05140]],
  "nbo_charge": [-0.731, 0.174, -0.299, 0.210, -0.712, 0.142, -0.120, 0.240, -0.213, 0.118, 0.151, 0.214, 0.142, -0.547, -0.513, 0.202, -0.212, 0.241, 0.246, -0.638, 0.753, -0.451, -0.722, -0.155, -0.632, 0.229, 0.155, 0.985, -0.042, 0.484, -0.155, 0.750, -0.709, 0.464, -0.049],
  "spin_multiplicity": 4,
  "total_charge": -1,
  "homo_energy_ev": [-4.14, -4.35],
  "homo_lumo_gap_ev": [6.3, 6.5],
  "molar_mass_g_mol": 477.15
}